The following is a DFT calculation (ωB97M-V with the def2-TZVPD basis set) of a molecular structure, C5H11DyO4.

The value obtained for the HOMO-LUMO gap (spin up / spin down) is 9.98 / 8.87 eV. The calculation puts the molar mass at 297.64 g mol⁻¹. The LUMO energy (spin up / spin down) comes out at -0.15400 / -0.17028 hartree. Its max |F| is 3.379 eV/A. As for the spin multiplicity: 7. The energy above the lowest of the compared OMol25 structures with the same formula, charge and spin is 0.000 eV. Its charge is +1.

```
21
C5H11DyO4 ωB97M-V with the def2-TZVPD basis set
O -0.8134 2.6280 -1.8851
Dy 0.1167 1.9383 -0.0038
O 1.7354 1.5432 1.0283
C 2.6383 0.6329 0.5011
C 1.9239 -0.5682 -0.1092
O 0.9257 -0.0423 -0.9921
C -0.1678 -0.8713 -1.3754
C -1.2477 -1.0023 -0.1640
O -1.4955 0.3187 0.2857
C -2.5483 0.4601 1.2285
H 3.3385 0.2387 1.2642
H 3.2653 1.0954 -0.2908
H 1.4309 -1.1541 0.6828
H 2.6013 -1.2238 -0.6767
H 0.0566 -1.9154 -1.6433
H -0.3840 -0.5446 -2.4001
H -0.7895 -1.5580 0.6675
H -2.1713 -1.4868 -0.5087
H -2.6468 1.5302 1.4416
H -3.4789 0.0636 0.8004
H -2.2896 -0.0824 2.1490
```


The following is a DFT calculation (ωB97M-V with the def2-TZVPD basis set) of a molecular structure, C5H11FeO3.

The value obtained for the HOMO-LUMO gap (spin up / spin down) is 6.56 / 6.33 eV. The calculation puts the molar mass at 174.99 g mol⁻¹. The LUMO energy (spin up / spin down) comes out at 0.00916 / -0.01510 hartree. Its max |F| is 2.274 eV/A. As for the spin multiplicity: 6. The energy above the lowest of the compared OMol25 structures with the same formula, charge and spin is 1.745 eV. Its charge is 0.

```
20
C5H11FeO3 ωB97M-V with the def2-TZVPD basis set
O 0.2966 -2.8646 -1.8965
C 1.3624 -2.5827 -1.1039
C 0.9948 -1.9787 0.2540
O 0.2720 -0.7418 0.1278
C 0.5451 0.2971 1.0532
C -0.0318 1.5690 0.4823
O -1.3506 1.2848 0.0177
C -2.1232 2.4415 -0.2839
Fe -1.4321 -0.5474 -0.9243
H 2.1021 -1.8892 -1.5830
H 1.9800 -3.4750 -0.8157
H 1.8860 -1.7911 0.8764
H 0.2829 -2.6434 0.7638
H 1.6250 0.4219 1.2024
H 0.0636 0.0383 2.0087
H 0.5720 1.9369 -0.3613
H -0.0677 2.3421 1.2627
H -3.0820 2.1002 -0.6875
H -2.2913 3.0197 0.6342
H -1.6038 3.0627 -1.0271
```


The following is a DFT calculation (ωB97M-V with the def2-TZVPD basis set) of a gas-phase ion, C5H11INO (charge +1).

The value obtained for the HOMO-LUMO gap is 9.72 eV. The calculation puts the molar mass at 228.05 g mol⁻¹. The LUMO energy comes out at -0.13238 hartree. Its max |F| is 4.071 eV/A. Its SMILES is CC(=O)[C@H](I)[C@H](C)[NH3+]. The energy above the lowest of the compared OMol25 structures with the same formula, charge and spin is 0.958 eV. Its charge is +1.

```
19
C5H11INO ωB97M-V with the def2-TZVPD basis set
C 0.9246 2.7643 0.7683
C 0.6064 1.8263 -0.3219
O 0.0692 1.9744 -1.3737
C 0.8471 0.2127 0.1535
I 2.9786 -0.1757 -0.2965
C 0.0778 -0.7575 -0.6852
C -1.4597 -0.5238 -0.3754
N 0.3595 -2.1979 -0.2590
H 0.2899 2.4411 1.6044
H 1.9099 2.7020 1.2619
H 0.8176 3.7623 0.5111
H 0.7299 0.0651 1.2124
H 0.1825 -0.4225 -1.7602
H -1.7260 0.5215 -0.6954
H -1.6949 -0.3558 0.7111
H -1.9529 -1.1957 -1.0306
H -0.4441 -2.3111 0.4140
H 1.3305 -2.4512 -0.1329
H 0.1803 -2.8267 -1.1058
```


The following is a DFT calculation (ωB97M-V with the def2-TZVPD basis set) of a molecular structure, C5H11LaO4.

The value obtained for the HOMO-LUMO gap (spin up / spin down) is 9.91 / 9.04 eV. The calculation puts the molar mass at 274.04 g mol⁻¹. The LUMO energy (spin up / spin down) comes out at -0.13557 / -0.14018 hartree. Its max |F| is 7.230 eV/A. As for the spin multiplicity: 2. The energy above the lowest of the compared OMol25 structures with the same formula, charge and spin is 0.000 eV. Its charge is +1.

```
21
C5H11LaO4 ωB97M-V with the def2-TZVPD basis set
O -0.9708 2.2539 -1.5284
La 0.0843 1.0410 0.1212
O 1.6970 0.6257 1.1767
C 2.5957 -0.3144 0.6965
C 1.8736 -1.5560 0.1861
O 0.8528 -1.0970 -0.7128
C -0.2047 -2.0024 -1.0048
C -1.2559 -2.0003 0.1354
O -1.5401 -0.6390 0.4319
C -2.6234 -0.4410 1.3300
H 3.3105 -0.6540 1.4721
H 3.2081 0.0913 -0.1368
H 1.4017 -2.0878 1.0277
H 2.5420 -2.2477 -0.3482
H 0.1476 -3.0333 -1.1499
H -0.5880 -1.6994 -1.9872
H -0.8595 -2.4806 1.0432
H -2.1686 -2.5222 -0.1866
H -2.7338 0.6392 1.4746
H -3.5439 -0.8582 0.8988
H -2.4067 -0.9255 2.2929
```


Q: What is the formula in the fourth record?
A: C5H11LaO4


Q: Which value of molar mass does entry 3 give?
A: 228.05 g mol⁻¹